# C53H112F3N9O3S

A 8-piece molecular cluster, C53H112F3N9O3S overall at a distorted geometry (ωB97M-V/def2-TZVPD, OMol25).

Charge: +6
Frontier orbital gap, eV: 6.73
Relative energy (zero: lowest compared OMol25 entry of this formula, charge and spin), kJ/mol: 0.0

XYZ file:
```
181
C53H112F3N9O3S | OMol25 | ωB97M-V/def2-TZVPD
C -0.015 -0.742 -0.608
F 0.079 -2.049 -0.260
F 1.110 -0.280 -1.197
F -1.013 -0.701 -1.483
S -0.549 0.246 0.924
O -1.723 -0.430 1.542
O 0.566 0.182 1.766
O -0.798 1.651 0.495
C 8.698 4.303 -0.664
C 7.278 4.278 -1.239
N 6.448 5.264 -0.527
C 6.652 6.638 -0.439
C 5.602 7.237 0.287
N 4.832 6.097 0.734
C 5.288 4.976 0.196
C 3.742 6.196 1.686
H 9.283 5.219 -0.747
H 9.185 3.671 -1.406
H 8.822 3.827 0.308
H 6.798 3.317 -1.053
H 7.292 4.504 -2.305
H 7.562 7.002 -0.894
H 5.320 8.230 0.603
H 4.894 4.003 0.449
H 3.819 7.162 2.184
H 3.654 5.279 2.270
H 2.797 6.200 1.144
C 5.134 -1.471 -7.857
C 5.225 -1.000 -9.338
N 3.872 -0.850 -9.849
C 2.994 0.084 -9.416
C 1.875 0.135 -10.239
N 2.218 -0.679 -11.280
C 3.387 -1.392 -10.979
C 1.614 -0.771 -12.568
H 4.708 -0.637 -7.301
H 6.134 -1.542 -7.428
H 4.496 -2.338 -7.687
H 5.829 -1.727 -9.882
H 5.789 -0.080 -9.497
H 3.301 0.729 -8.607
H 1.061 0.844 -10.258
H 3.923 -2.096 -11.598
H 1.691 0.178 -13.098
H 0.588 -1.118 -12.444
H 2.117 -1.436 -13.270
C 11.289 -6.830 7.619
C 11.203 -5.507 6.918
C 9.721 -5.169 6.536
N 9.599 -3.666 6.139
C 10.568 -3.321 4.940
C 9.845 -2.741 7.382
C 9.266 -1.415 7.052
C 8.157 -1.700 6.009
C 8.181 -3.191 5.808
H 12.215 -7.391 7.490
H 10.543 -7.566 7.317
H 11.083 -6.698 8.681
H 11.863 -5.537 6.052
H 11.569 -4.671 7.515
H 9.045 -5.448 7.344
H 9.338 -5.693 5.661
H 11.503 -2.974 5.381
H 10.157 -2.538 4.304
H 10.672 -4.229 4.346
H 10.925 -2.600 7.393
H 9.461 -3.242 8.271
H 10.010 -0.709 6.682
H 8.816 -0.994 7.951
H 8.481 -1.152 5.124
H 7.234 -1.182 6.271
H 7.821 -3.466 4.816
H 7.574 -3.592 6.619
C -5.069 -9.579 4.526
C -4.048 -8.458 4.358
C -2.923 -8.622 5.393
N -1.930 -7.496 5.278
C -1.094 -7.451 3.929
C -2.654 -6.136 5.601
C -1.693 -5.214 6.175
C -1.075 -6.141 7.163
C -0.895 -7.473 6.412
H -5.628 -9.427 5.449
H -4.601 -10.552 4.676
H -5.734 -9.702 3.671
H -4.585 -7.510 4.398
H -3.549 -8.545 3.393
H -2.275 -9.490 5.269
H -3.185 -8.535 6.448
H -1.721 -7.218 3.069
H -0.774 -8.492 3.888
H -0.229 -6.787 3.906
H -3.024 -5.778 4.641
H -3.533 -6.331 6.216
H -0.916 -4.920 5.471
H -2.160 -4.305 6.555
H -0.150 -5.755 7.593
H -1.711 -6.340 8.026
H 0.099 -7.576 5.977
H -0.990 -8.321 7.091
C -6.102 -5.200 -3.809
C -6.480 -5.753 -5.199
C -5.570 -5.131 -6.331
N -6.010 -5.203 -7.837
C -5.992 -6.726 -8.220
C -5.123 -4.285 -8.645
C -5.946 -3.453 -9.529
C -7.117 -3.149 -8.651
C -7.359 -4.552 -8.044
H -6.834 -5.518 -3.067
H -6.172 -4.114 -3.741
H -5.084 -5.447 -3.509
H -7.536 -5.529 -5.354
H -6.324 -6.831 -5.171
H -4.554 -5.525 -6.309
H -5.589 -4.069 -6.084
H -5.075 -7.258 -7.967
H -6.020 -6.710 -9.310
H -6.856 -7.209 -7.764
H -4.385 -4.947 -9.098
H -4.589 -3.716 -7.883
H -6.233 -4.016 -10.417
H -5.411 -2.584 -9.912
H -8.053 -2.896 -9.150
H -7.101 -2.356 -7.903
H -7.879 -5.123 -8.813
H -7.906 -4.541 -7.102
C -0.873 6.222 -5.622
C -2.321 6.501 -5.301
C -3.202 5.748 -6.335
N -4.716 6.181 -6.394
C -5.412 5.816 -5.018
C -4.972 7.644 -6.649
C -6.405 7.643 -7.193
C -6.573 6.415 -8.021
C -5.381 5.515 -7.609
H -0.170 6.727 -4.960
H -0.521 6.347 -6.646
H -0.700 5.150 -5.527
H -2.561 7.562 -5.377
H -2.676 6.317 -4.287
H -3.171 4.675 -6.150
H -2.804 5.956 -7.328
H -6.449 5.676 -5.325
H -5.106 6.552 -4.275
H -5.148 4.843 -4.602
H -4.812 8.278 -5.776
H -4.456 7.842 -7.588
H -7.242 7.665 -6.495
H -6.580 8.525 -7.808
H -7.512 5.861 -7.986
H -6.389 6.713 -9.053
H -5.664 4.521 -7.263
H -4.763 5.433 -8.504
C -2.964 9.987 10.093
C -2.942 8.407 9.968
C -3.514 7.808 8.554
N -3.517 6.252 8.514
C -2.124 5.805 9.039
C -3.860 5.667 7.130
C -4.831 4.490 7.328
C -4.812 4.264 8.856
C -4.646 5.686 9.419
H -3.965 10.396 10.229
H -2.571 10.489 9.209
H -2.355 10.237 10.962
H -3.511 8.024 10.815
H -1.886 8.170 10.100
H -2.882 8.140 7.730
H -4.539 8.082 8.307
H -1.441 6.555 8.640
H -1.976 4.795 8.654
H -2.171 5.904 10.123
H -2.946 5.402 6.599
H -4.214 6.440 6.448
H -4.656 3.584 6.747
H -5.806 4.809 6.961
H -3.987 3.615 9.149
H -5.778 3.828 9.109
H -4.308 5.696 10.455
H -5.581 6.246 9.410
```

Atomic partial charges in e from the Mulliken method, atoms 1 to 6:
1. C 0.583
2. F -0.225
3. F -0.219
4. F -0.230
5. S 1.082
6. O -0.662

***

# C21H20N2O7S

One molecule with the formula C21H20N2O7S (ωB97M-V/def2-TZVPD, OMol25).

SMILES: COc1cc(NC(=O)c2cccs2)c(C(=O)OCC(=O)NCc2ccco2)cc1OC
Frontier orbital gap, eV: 8.11
Relative energy (zero: lowest compared OMol25 entry of this formula, charge and spin), kJ/mol: 143.0

XYZ file:
```
51
C21H20N2O7S | OMol25 | ωB97M-V/def2-TZVPD
C 2.322 4.907 0.294
O 1.068 4.294 0.092
C 1.019 2.955 -0.039
C 2.116 2.117 0.017
C 1.990 0.734 -0.121
N 3.089 -0.102 -0.056
C 4.407 0.222 0.120
O 4.837 1.353 0.258
C 5.309 -0.936 0.131
C 6.669 -0.862 0.290
C 7.296 -2.119 0.262
C 6.410 -3.136 0.082
S 4.794 -2.584 -0.057
C 0.711 0.181 -0.333
C 0.510 -1.258 -0.476
O 1.373 -2.113 -0.389
O -0.781 -1.578 -0.709
C -1.120 -2.953 -0.792
C -2.459 -3.230 -0.105
O -3.052 -4.272 -0.267
N -2.875 -2.235 0.700
C -4.185 -2.220 1.319
C -5.086 -1.241 0.639
C -6.177 -1.414 -0.158
C -6.595 -0.116 -0.545
C -5.723 0.747 0.038
O -4.803 0.079 0.756
C -0.399 1.042 -0.393
C -0.274 2.403 -0.246
O -1.299 3.296 -0.279
C -2.606 2.803 -0.442
H 2.791 4.562 1.220
H 2.999 4.720 -0.544
H 2.117 5.974 0.366
H 3.104 2.513 0.173
H 2.844 -1.088 -0.159
H 7.178 0.075 0.421
H 8.356 -2.264 0.370
H 6.611 -4.188 0.022
H -0.334 -3.560 -0.326
H -1.201 -3.250 -1.843
H -2.348 -1.374 0.709
H -4.597 -3.226 1.224
H -4.074 -1.961 2.378
H -6.626 -2.346 -0.431
H -7.428 0.133 -1.170
H -5.650 1.816 0.022
H -1.366 0.603 -0.571
H -2.728 2.288 -1.401
H -3.251 3.680 -0.421
H -2.885 2.126 0.372
```

Atomic partial charges in e from the natural (NBO) method, atoms 1 to 6:
1. C -0.256
2. O -0.483
3. C 0.401
4. C -0.396
5. C 0.307
6. N -0.636

***

Number 1: HOMO -14.8 eV, E_LUMO -8.120 eV, E_tot -3500.82301 hartree. Number 2: HOMO -8.1 eV, E_LUMO 0.053 eV, E_tot -1846.63380 hartree.